# 1
11
Properties=species:S:1:pos:R:3 method="wB97M-V/def2-TZVPD" homo_lumo_gap_ha=0.3259 lumo_ha=-0.0195 molar_mass_g_mol=240.88 de_lowest_kj_mol=0.00 total_energy_ha=-5432.189688 multiplicity=1
O -0.35007 1.68593 2.61477
C -0.17285 0.95703 1.72428
N 0.20579 -0.32914 1.44921
Br -2.07490 1.23575 -0.94705
C 0.36758 -1.41070 -0.77210
C -0.32239 1.10539 -0.12440
H 0.86528 -1.05992 -1.67598
H -0.59408 -1.83704 -1.06963
C 0.11506 -0.31085 0.15081
H 0.95462 -2.17441 -0.27470
Br 1.00596 2.13796 -1.07522

=====

# 2
10
Properties=species:S:1:pos:R:3 method="wB97M-V/def2-TZVPD" homo_lumo_gap_ha=0.2947 lumo_ha=-0.0561 molar_mass_g_mol=180.43 de_lowest_kj_mol=246.85 total_energy_ha=-3243.012814 multiplicity=1
H 0.22253 -0.93671 -1.90818
Cl -0.09403 -1.90117 2.08146
N -2.16045 1.11634 -2.21580
C -1.31365 0.44217 -1.87740
C -0.17477 -0.19056 -1.35174
C -0.04182 -0.30136 2.26875
H 1.30095 -0.07021 0.19507
H 0.18029 1.31045 0.09766
Br 1.58982 0.17792 3.02452
C 0.49112 0.35313 -0.31436

=====

# 3
10
Properties=species:S:1:pos:R:3 method="wB97M-V/def2-TZVPD" homo_lumo_gap_ha="0.2687 / 0.2807" lumo_ha="-0.0481 / -0.0457" molar_mass_g_mol=168.97 de_lowest_kj_mol=228.32 total_energy_ha=-2927.791935 multiplicity=1
H -0.81448 -1.57477 0.02592
H -0.59158 -0.13353 -1.13534
C 1.97231 -0.49940 0.22645
C -1.02874 -0.42782 -0.10290
C 1.07745 0.32011 0.85458
Br -3.00731 -0.41146 0.20944
F 1.62743 -1.66041 -0.43152
F 3.17561 -0.66827 0.70995
H 1.52639 0.97486 1.63283
C -0.27156 0.12837 0.98828

=====

# 4
9
Properties=species:S:1:pos:R:3 method="wB97M-V/def2-TZVPD" homo_lumo_gap_ha=0.3358 lumo_ha=0.0031 molar_mass_g_mol=146.97 de_lowest_kj_mol=273.58 total_energy_ha=-2803.314274 multiplicity=1
C -0.35230 1.48568 0.43004
C -0.10014 -0.46504 -0.08560
H 1.11265 0.95056 -1.17943
H 0.85486 -1.97126 0.59195
O 0.02791 -1.80405 0.10632
C 0.87363 0.68397 -0.14888
Br -3.01117 0.01910 -0.14327
C -1.18020 0.42174 -0.03480
H 1.77476 0.67931 0.46366

=====

# 5
9
Properties=species:S:1:pos:R:3 method="wB97M-V/def2-TZVPD" homo_lumo_gap_ha=0.3773 lumo_ha=0.0287 molar_mass_g_mol=146.97 de_lowest_kj_mol=486.35 total_energy_ha=-2803.233233 multiplicity=1
C 1.23155 -0.27289 0.02572
C 2.45555 -1.07213 0.44920
H 3.45682 -0.83486 -0.00290
O 1.40019 -1.43055 -0.37003
H -3.60276 2.73832 0.26551
Br -1.77904 -0.51195 -1.23807
C -2.54112 0.99108 -0.55592
H 2.47185 -1.50873 1.38246
C -3.09303 1.90171 0.04402

=====

# 6
11
Properties=species:S:1:pos:R:3 method="wB97M-V/def2-TZVPD" homo_lumo_gap_ha=0.3010 lumo_ha=-0.0426 molar_mass_g_mol=173.04 de_lowest_kj_mol=405.68 total_energy_ha=-1572.441949 multiplicity=1
Cl 2.19858 0.04628 1.32512
C -0.40705 -0.88676 0.27844
C -0.73123 1.47796 -0.20247
H -2.52445 0.00575 -0.80725
S -1.06367 -2.19635 0.80894
F 1.41988 0.15061 -0.97386
C 1.14020 -0.64622 0.14257
H -1.25916 2.36643 -0.49404
Cl 1.90205 -2.10942 -0.58658
H 0.62371 1.49487 0.71883
C -1.29884 0.29685 -0.20969

=====

# 7
14
Properties=species:S:1:pos:R:3 method="wB97M-V/def2-TZVPD" homo_lumo_gap_ha=0.3413 lumo_ha=0.0153 molar_mass_g_mol=243.49 total_energy_ha=-2207.853174 multiplicity=1
C -0.74781 1.68161 -0.59672
H -0.26765 1.80769 -1.56095
Cl -0.95141 3.15924 0.27534
S -0.94199 -0.98716 -0.99790
F 1.73128 -0.99742 0.87077
C -1.15084 0.51540 -0.10856
O -2.13127 -1.81439 1.23330
F 2.06662 1.12059 1.10414
H -1.63217 -3.14747 -0.21851
C 2.19197 0.09456 0.26612
C -1.66349 -2.11441 0.16742
Cl 1.23142 0.40614 -1.17728
H -1.63073 0.40833 0.86126
Cl 3.89606 -0.13272 -0.11842

=====

# 8
11
Properties=species:S:1:pos:R:3 method="wB97M-V/def2-TZVPD" homo_lumo_gap_ha=0.3206 lumo_ha=-0.1572 molar_mass_g_mol=171.43 total_charge=+1 total_energy_ha=-1589.083612 multiplicity=1
Cl -6.62963 -0.51316 -0.00945
C -4.28683 0.67344 -0.03242
Cl -4.19912 -2.06199 -0.14168
H 0.61245 1.25538 0.47412
H 0.37948 -0.50460 0.68829
C -4.91515 -0.48768 -0.16429
C -1.22574 0.47845 0.01734
C -2.40154 0.27453 -0.11296
H 0.68017 0.24377 -0.65580
Cl -4.74855 2.23575 0.18984
N 0.14011 0.29815 0.15230

=====

# 9
11
Properties=species:S:1:pos:R:3 method="wB97M-V/def2-TZVPD" homo_lumo_gap_ha=0.3497 lumo_ha=0.0087 molar_mass_g_mol=130.53 de_lowest_kj_mol=0.00 smiles=Oc1cnc(Cl)cn1 total_energy_ha=-799.177107 multiplicity=1
C 0.03067 -1.12327 0.69018
C -1.51263 0.39841 0.04097
C 1.01813 -0.37541 0.04039
N 0.73931 0.73850 -0.61173
N -1.23153 -0.73730 0.67888
Cl -3.15645 0.93822 0.02273
O 2.29085 -0.81650 0.06166
C -0.52159 1.14485 -0.60381
H -0.78151 2.04371 -1.11833
H 0.26494 -2.03550 1.20827
H 2.85980 -0.17572 -0.40920